[1]
14
Properties=species:S:1:pos:R:3:forces:R:3 method="wB97M-V/def2-TZVPD" total_charge=-1 gap_ha=0.3299 e_above_lowest_kcal_mol=26.7 homo_energy_ev=-5.346 spin_multiplicity=1
O -1.457664 1.645460 0.628453 -0.33 0.08 -0.80
C -1.145553 1.279486 -0.515805 0.28 0.40 3.60
N -0.095460 0.489861 -0.725821 0.63 0.49 -2.99
C 1.098612 -0.070328 0.057035 -0.48 -0.88 1.60
O 1.690074 0.622413 0.880859 -0.46 0.66 -0.63
O 1.232816 -1.269253 -0.217056 0.14 -0.07 -0.71
H -1.791947 1.587429 -1.340731 0.28 -0.22 -0.62
H 0.093271 0.412920 -1.734904 -0.13 -0.49 0.74
H -0.484069 1.338781 2.603747 0.38 -0.56 1.30
H 0.868650 1.003473 3.121223 -0.11 -0.21 0.14
O -0.039902 1.048453 3.460089 -0.34 0.73 -1.70
H 0.599462 -2.855478 -2.584872 0.20 0.24 0.38
H -0.281238 -2.353154 -1.408051 0.68 0.03 -0.15
O -0.287052 -2.880064 -2.224167 -0.73 -0.19 -0.16

---

[2]
17
Properties=species:S:1:pos:R:3:forces:R:3 method="wB97M-V/def2-TZVPD" total_charge=-2 gap_ha=0.2730 e_above_lowest_kcal_mol=72.1 homo_energy_ev=-1.508 spin_multiplicity=1
C 0.858140 -0.719452 0.432775 2.31 1.50 0.23
C -1.273100 0.906691 -0.563403 -1.72 0.94 0.26
N -0.849385 2.031916 -0.165098 1.94 -0.47 -2.80
O -2.026565 -1.496352 0.206104 1.19 3.78 0.81
O -3.855380 0.083501 -0.969303 0.94 0.01 0.47
O 2.994773 0.550679 1.479084 -1.25 -0.45 -0.41
O -3.235114 0.483750 1.511971 0.77 0.36 -0.54
O 3.588829 -0.639456 -0.549884 -2.16 -0.59 1.11
O 2.327400 1.250097 -0.848019 -0.34 -0.19 0.28
P -2.814574 0.083583 0.127537 -0.28 -2.57 -0.41
S 2.462031 -0.023798 0.232164 2.55 1.34 -1.43
H 0.783752 -1.471299 -0.295265 -0.14 -1.12 -1.28
H 1.057314 -1.167556 1.377216 -0.26 -0.60 1.16
H -0.952323 0.513463 -1.525447 0.29 -0.13 0.04
H 1.630376 1.893253 -0.658374 -0.52 -0.37 0.50
H -1.122542 -1.017520 0.509024 -1.85 -2.13 -0.68
H -1.251095 2.270772 0.671675 -1.47 0.71 2.69

---

[3]
18
Properties=species:S:1:pos:R:3:forces:R:3 method="wB97M-V/def2-TZVPD" total_charge=-1 gap_ha=0.3810 e_above_lowest_kcal_mol=21.8 homo_energy_ev=-6.794 spin_multiplicity=1
C -2.059989 -2.287397 -0.266545 -0.64 2.02 -0.49
C -1.296286 -2.421430 -1.313667 1.95 -2.17 -1.25
N 0.726583 0.714499 -0.421481 0.95 1.26 0.72
O -0.112666 2.861688 -1.426662 -0.13 0.00 -0.31
O 1.280738 -1.400186 0.848125 0.04 -0.08 -0.36
O 1.462998 3.056705 0.396919 0.39 0.01 0.25
O -0.779735 2.229045 0.765216 -2.16 -0.80 2.52
O 2.130161 0.705373 1.781380 -1.26 -0.67 -1.18
O -0.206712 0.119927 1.892718 -2.80 1.68 0.22
O 2.001392 0.890529 -1.030649 0.13 -1.07 -0.40
S 0.334295 2.377024 -0.159408 0.22 1.11 -2.17
S 1.030710 -0.019659 1.127009 4.18 -1.40 0.93
H -0.655614 1.231455 1.515001 0.44 -0.10 -0.36
H -2.066235 -3.122063 0.416108 -0.87 0.34 0.43
H -2.536933 -1.262562 -0.257160 0.27 -1.46 1.25
H -0.831634 -3.431791 -1.493091 -0.18 1.15 0.15
H -0.949577 -1.645912 -1.984025 -0.53 0.15 -0.08
H 2.528506 1.404754 -0.389785 0.00 0.02 0.14